Entry 1:
ORCA calculation (ωB97M-V/def2-TZVPD) on a structure of composition C19H24N2O2 at a distorted geometry.

E_tot: -997.91328 hartree
energy above the lowest of the compared OMol25 structures with the same formula, charge and spin: 14.180 eV
HOMO level: -7.454 eV

CARTESIAN COORDINATES (ANGSTROEM)
C: -3.322 -4.242 0.327
C: -2.838 -2.803 0.274
C: -1.550 -2.324 0.633
C: -1.305 -1.113 0.670
C: -2.257 -0.276 0.197
C: -3.639 -0.539 0.046
C: -3.996 -1.930 0.125
H: -4.933 -2.065 -0.445
C: -4.667 0.612 -0.411
H: -4.586 1.307 0.449
H: -4.433 1.277 -1.240
H: -5.707 0.237 -0.492
N: -1.831 1.067 0.279
C: -1.783 2.184 -0.625
O: -2.384 1.926 -1.848
C: -1.017 3.309 -0.259
N: 0.093 2.936 0.677
C: 1.086 2.176 0.464
C: 1.232 1.427 -0.733
C: 2.101 0.420 -0.672
C: 3.116 0.309 0.047
C: 3.065 1.348 1.326
C: 2.179 2.307 1.346
H: 2.150 2.956 2.275
H: 3.996 1.392 1.634
O: 4.279 -0.555 0.123
C: 4.184 -1.872 -0.755
C: 5.619 -2.112 -0.763
H: 5.565 -3.157 -1.296
H: 5.862 -2.638 0.347
H: 6.314 -1.409 -1.086
C: 3.108 -2.750 -0.438
H: 3.414 -3.039 0.708
H: 2.119 -2.423 -0.314
H: 3.112 -3.635 -0.993
H: 3.989 -1.142 -1.736
H: 2.109 -0.305 -1.794
H: 0.341 1.348 -1.142
H: 0.302 3.958 1.177
H: -1.732 4.255 0.070
H: -0.449 3.592 -1.188
H: -1.330 1.537 1.368
H: -0.458 -0.827 1.013
H: -1.031 -3.309 0.951
H: -3.607 -4.560 1.184
H: -2.438 -4.897 -0.249
H: -4.223 -4.496 -0.255

Cartesian forces, eV/Å:
C 4.54 0.02 -7.99
C -4.89 0.57 0.43
C -3.61 -13.29 0.18
C -2.03 4.24 -1.58
C -2.62 3.64 0.67
C 0.05 -0.10 -1.93
C 3.23 2.28 -1.92
H 0.28 -1.12 1.12
C 0.87 -0.92 2.21
H -0.58 -0.16 -0.21
H 0.54 -0.78 -0.36
H 0.68 0.05 0.16
N 2.57 7.06 2.76
C -5.87 -8.87 -5.33
O 3.43 2.49 6.08
C 2.07 3.27 -0.19
N -6.55 9.18 3.64
C 4.68 -1.77 -3.30
C -0.58 3.14 5.56
C -1.20 -5.16 -9.90
C 6.40 0.90 9.01
C -0.10 -4.13 -6.50
C -1.52 0.57 2.48
H -0.08 -0.25 -1.49
H 4.17 0.13 2.90
O -3.70 0.19 -0.20
C 0.44 9.58 -3.31
C -0.90 -8.28 2.98
H 1.29 1.82 0.00
H -0.16 1.98 -2.52
H 0.73 1.08 -0.59
C 1.41 -1.84 5.29
H -0.87 0.03 -2.35
H -1.07 1.18 -0.40
H 0.14 -1.44 -0.98
H 0.15 -2.73 1.44
H -0.18 1.85 3.42
H -3.64 -0.60 -3.17
H -0.21 -3.89 -1.20
H 2.16 -2.52 -0.45
H -1.01 0.21 0.33
H -1.84 -2.37 -4.20
H 5.60 2.63 1.90
H 0.48 2.39 -0.32
H -0.81 -2.21 6.23
H -2.25 1.08 2.04
H 0.34 0.87 -0.44

Entry 2:
ORCA calculation (ωB97M-V/def2-TZVPD) on a structure of composition C19H24N6O2SSiTc.

E_tot: -1985.39454 hartree
spin multiplicity: 4
charge: +2
HOMO level (alpha / beta): -13.657 / -13.658 eV

CARTESIAN COORDINATES (ANGSTROEM)
Tc: 0.717 0.063 -0.230
C: 3.421 -1.295 2.004
C: 3.712 -0.241 0.989
C: 4.954 0.373 0.863
C: 5.144 1.371 -0.080
C: 4.115 1.785 -0.927
C: 2.916 1.129 -0.788
N: 2.750 0.145 0.142
N: 1.685 1.268 -1.434
Si: 0.998 2.602 -2.503
C: 0.342 3.836 -1.293
C: 2.356 3.255 -3.567
C: -0.341 1.722 -3.418
H: 4.005 -2.192 1.790
H: 2.364 -1.551 2.030
H: 3.712 -0.947 2.995
H: 5.761 0.068 1.515
H: 6.113 1.847 -0.159
H: 4.248 2.571 -1.654
H: 1.148 4.287 -0.710
H: -0.371 3.377 -0.602
H: -0.185 4.644 -1.806
H: 2.961 3.992 -3.036
H: 1.907 3.761 -4.426
H: 3.007 2.474 -3.966
H: -1.161 1.456 -2.744
H: 0.026 0.815 -3.903
H: -0.760 2.364 -4.196
N: -6.628 -1.424 3.216
C: -5.420 -1.088 2.744
C: -4.981 -1.576 1.489
C: -3.753 -1.232 1.004
C: -2.926 -0.383 1.764
C: -3.343 0.116 3.013
C: -4.573 -0.236 3.490
S: -1.404 0.026 1.213
O: -1.378 0.227 -0.309
O: -0.819 1.157 1.884
N: -0.233 -1.120 1.314
C: -0.227 -2.221 0.439
N: 0.530 -1.912 -0.636
C: 0.789 -2.840 -1.574
C: 0.251 -4.092 -1.404
C: -0.554 -4.309 -0.282
N: -0.801 -3.377 0.645
H: -7.243 -2.025 2.696
H: -6.955 -1.084 4.103
H: -5.634 -2.215 0.909
H: -3.436 -1.596 0.035
H: -2.702 0.776 3.581
H: -4.909 0.146 4.445
H: 1.401 -2.554 -2.418
H: 0.434 -4.875 -2.125
H: -1.030 -5.270 -0.126

Cartesian forces, eV/Å:
Tc 0.78 0.05 -0.45
C -0.01 0.00 -0.02
C 0.08 0.06 0.01
C -0.02 -0.02 0.03
C 0.01 0.05 -0.05
C 0.10 0.03 0.01
C -0.16 -0.03 -0.06
N -0.27 0.00 -0.05
N -0.29 -0.11 0.37
Si 0.08 -0.14 0.08
C -0.04 0.09 0.12
C 0.11 0.03 -0.10
C -0.11 -0.13 -0.02
H -0.01 0.00 0.00
H 0.00 0.01 -0.01
H 0.02 0.00 0.00
H 0.00 0.01 -0.01
H -0.01 -0.01 0.00
H 0.01 -0.01 0.00
H -0.04 0.01 0.02
H 0.02 0.02 -0.01
H 0.04 -0.01 -0.02
H 0.03 0.00 -0.05
H 0.02 0.04 0.02
H -0.01 0.00 0.01
H 0.00 -0.03 -0.04
H -0.01 0.02 -0.03
H 0.00 0.01 0.02
N 0.07 0.01 -0.02
C -0.10 -0.03 0.03
C 0.00 -0.02 -0.04
C -0.02 0.03 0.08
C -0.26 -0.09 -0.13
C -0.04 -0.07 -0.03
C 0.03 0.04 0.03
S 0.04 0.20 0.19
O 0.16 0.03 0.17
O -0.15 -0.10 0.00
N 0.22 -0.15 -0.35
C -0.14 0.24 0.33
N -0.06 0.00 -0.03
C -0.04 0.08 0.04
C -0.01 -0.05 0.02
C -0.08 0.04 0.00
N 0.02 -0.12 -0.09
H -0.02 -0.01 -0.01
H -0.01 0.01 0.02
H 0.00 0.01 0.01
H 0.02 0.02 0.01
H 0.02 0.00 -0.02
H 0.00 -0.01 -0.01
H 0.01 0.01 0.01
H -0.01 -0.01 0.02
H 0.03 -0.01 0.01

Entry 3:
ORCA calculation (ωB97M-V/def2-TZVPD) on a cluster of 2 separate species, C19H24NO3 in total at a distorted geometry.

E_tot: -1018.60122 hartree
energy above the lowest of the compared OMol25 structures with the same formula, charge and spin: 0.000 eV
charge: +1
HOMO level: -12.004 eV

CARTESIAN COORDINATES (ANGSTROEM)
C: -5.360 3.534 -1.539
O: -5.516 2.493 -0.605
C: -4.460 1.600 -0.557
C: -4.562 0.519 0.338
C: -3.597 -0.444 0.399
C: -2.448 -0.393 -0.432
C: -1.552 -1.481 -0.418
C: -0.443 -1.784 -1.260
C: 0.410 -2.845 -0.890
C: 1.531 -3.148 -1.623
C: 1.864 -2.418 -2.757
C: 3.096 -2.757 -3.527
C: 1.002 -1.406 -3.167
C: -0.139 -1.112 -2.462
C: -2.298 0.760 -1.242
C: -3.282 1.701 -1.325
H: -6.206 4.217 -1.456
H: -4.443 4.082 -1.327
H: -5.333 3.121 -2.548
H: -5.444 0.459 0.950
H: -3.717 -1.274 1.074
H: -1.743 -2.213 0.350
H: 0.173 -3.419 -0.011
H: 2.169 -3.961 -1.324
H: 3.299 -2.023 -4.308
H: 3.969 -2.791 -2.873
H: 2.998 -3.733 -4.004
H: 1.239 -0.850 -4.058
H: -0.839 -0.415 -2.883
H: -1.367 0.939 -1.745
H: -3.157 2.526 -2.001
C: 4.988 2.403 3.214
C: 4.044 1.323 3.710
O: 3.196 0.826 2.698
C: 2.281 -0.024 3.239
C: 1.274 -0.629 2.299
N: 0.366 0.371 1.783
O: 2.222 -0.303 4.416
H: 5.658 2.770 3.992
H: 5.608 2.037 2.398
H: 4.436 3.257 2.827
H: 4.592 0.461 4.114
H: 3.398 1.695 4.517
H: 1.796 -1.109 1.466
H: 0.726 -1.417 2.828
H: -0.354 -0.025 1.187
H: -0.075 0.880 2.539

Cartesian forces, eV/Å:
C -0.01 0.77 -0.58
O 1.97 -2.20 0.60
C -1.13 0.58 0.07
C -0.50 0.23 0.06
C -0.02 0.12 -0.13
C 0.37 -0.16 -0.07
C 0.07 0.38 -0.53
C -0.31 0.11 0.02
C 0.00 -0.01 0.08
C -0.13 -0.16 0.33
C 0.20 -0.05 -0.08
C 0.21 0.23 -0.23
C -0.19 0.24 0.01
C 0.04 -0.02 -0.18
C -0.08 -0.07 0.27
C -0.36 0.49 -0.28
H 0.05 -0.28 0.16
H -0.02 0.16 -0.09
H 0.02 0.11 -0.09
H -0.16 -0.04 0.17
H -0.07 -0.20 0.13
H -0.05 -0.24 0.27
H -0.02 -0.13 0.26
H 0.10 -0.17 0.13
H -0.07 -0.06 0.05
H -0.07 -0.08 0.03
H -0.02 -0.04 0.06
H -0.05 0.05 -0.22
H 0.00 0.11 -0.07
H 0.05 0.09 -0.14
H 0.16 0.20 -0.02
C -0.25 -0.09 -0.58
C 0.93 0.48 1.41
O -1.36 -0.97 -0.28
C -0.02 -0.09 0.57
C -0.25 -0.51 -0.71
N -0.11 0.65 -0.46
O 0.33 0.32 -0.49
H -0.20 -0.24 0.14
H 0.08 -0.10 -0.05
H -0.11 0.06 0.03
H 0.04 0.30 0.05
H 0.36 0.02 -0.10
H 0.07 0.14 -0.08
H 0.45 0.04 0.30
H 0.20 0.09 0.29
H -0.13 -0.05 -0.04

Entry 4:
ORCA calculation (ωB97M-V/def2-TZVPD) on a structure of composition C19H25BIN8O2Ti.

E_tot: -2499.74660 hartree
spin multiplicity: 2
energy above the lowest of the compared OMol25 structures with the same formula, charge and spin: 0.819 eV
HOMO level (alpha / beta): -7.774 / -8.028 eV

CARTESIAN COORDINATES (ANGSTROEM)
Ti: -0.770 1.504 -0.910
C: -3.418 -0.578 -2.195
C: -2.340 -1.239 -1.405
C: -2.098 -2.604 -1.231
C: -0.966 -2.670 -0.445
N: -0.575 -1.419 -0.162
N: -1.417 -0.533 -0.748
B: 0.669 -0.997 0.664
N: 0.265 0.070 1.708
C: 0.612 0.169 3.001
C: 0.136 1.367 3.484
C: -0.490 1.974 2.390
C: -1.175 3.299 2.351
N: -0.401 1.184 1.320
N: 1.718 -0.330 -0.272
C: 3.045 -0.497 -0.381
C: 3.563 0.565 -1.089
C: 2.464 1.378 -1.385
C: 2.472 2.673 -2.128
N: 1.354 0.832 -0.887
N: 1.186 -2.240 1.370
C: 0.554 -2.901 2.372
C: 1.151 -4.126 2.514
C: 2.153 -4.150 1.519
C: 3.128 -5.240 1.212
N: 2.155 -3.023 0.830
H: -4.262 -1.255 -2.320
H: -3.060 -0.294 -3.185
H: -3.760 0.330 -1.703
H: -2.672 -3.425 -1.625
H: -0.418 -3.518 -0.070
H: 1.178 -0.607 3.486
H: 0.225 1.756 4.483
H: -1.270 3.696 3.360
H: -2.169 3.211 1.914
H: -0.609 4.021 1.762
H: 3.509 -1.370 0.041
H: 4.591 0.731 -1.359
H: 3.285 3.302 -1.765
H: 1.538 3.215 -2.007
H: 2.629 2.511 -3.196
H: -0.282 -2.461 2.890
H: 0.908 -4.897 3.226
H: 2.910 -6.127 1.805
H: 4.148 -4.926 1.434
H: 3.086 -5.511 0.157
C: -3.603 2.958 -0.600
O: -2.359 2.340 -0.598
C: -0.711 3.826 -0.905
O: -1.131 4.871 -0.871
H: -4.370 2.277 -0.218
H: -3.875 3.263 -1.615
H: -3.594 3.851 0.036
I: -2.002 2.502 -4.114
C: -0.535 1.315 -3.048
H: 0.403 1.650 -3.489
H: -0.703 0.297 -3.406

Cartesian forces, eV/Å:
Ti -0.44 0.28 0.57
C 0.00 -0.02 0.01
C -0.04 0.06 0.02
C 0.03 -0.01 0.01
C -0.03 0.01 -0.03
N -0.02 -0.03 0.09
N 0.20 -0.19 -0.25
B 0.10 0.00 -0.11
N -0.01 -0.03 0.02
C 0.01 0.04 0.00
C 0.03 0.01 0.03
C -0.08 -0.02 -0.06
C -0.02 0.01 0.00
N 0.19 0.05 -0.02
N -0.05 0.08 0.13
C -0.01 -0.02 -0.01
C -0.01 -0.01 -0.01
C 0.01 -0.05 0.01
C 0.02 -0.01 -0.02
N 0.06 -0.04 0.06
N 0.03 -0.01 -0.04
C -0.01 0.01 0.02
C 0.00 0.01 0.00
C 0.01 0.00 0.00
C 0.00 0.01 0.00
N -0.02 -0.02 0.01
H 0.00 0.00 0.01
H 0.00 0.00 -0.01
H 0.00 0.01 0.00
H 0.00 0.00 0.00
H 0.00 0.00 0.00
H -0.01 -0.01 0.00
H 0.00 -0.01 0.00
H -0.01 0.00 0.00
H 0.02 0.00 -0.01
H 0.01 0.01 0.02
H 0.01 0.00 0.00
H 0.00 0.00 0.00
H 0.00 0.00 -0.01
H 0.00 -0.01 -0.01
H 0.00 -0.01 0.00
H 0.00 0.00 0.01
H 0.00 0.00 0.00
H 0.00 0.00 -0.01
H 0.00 0.00 0.01
H 0.00 0.00 0.00
C -0.06 0.13 0.02
O -0.54 -0.57 0.08
C 0.55 0.07 -0.23
O 0.00 0.20 0.02
H 0.02 0.00 0.01
H 0.01 -0.03 0.00
H 0.01 -0.01 -0.02
I 0.04 0.02 -0.03
C 0.04 0.07 -0.29
H 0.00 -0.01 0.00
H -0.01 0.01 -0.02

Entry 5:
ORCA calculation (ωB97M-V/def2-TZVPD) on a structure of composition C19H25BIN8O2Ti.

E_tot: -2499.74387 hartree
spin multiplicity: 2
energy above the lowest of the compared OMol25 structures with the same formula, charge and spin: 0.893 eV
HOMO level (alpha / beta): -7.813 / -8.039 eV

CARTESIAN COORDINATES (ANGSTROEM)
Ti: -0.758 1.506 -0.918
C: -3.417 -0.571 -2.195
C: -2.343 -1.236 -1.404
C: -2.105 -2.601 -1.228
C: -0.972 -2.668 -0.443
N: -0.577 -1.418 -0.163
N: -1.418 -0.531 -0.749
B: 0.669 -0.998 0.661
N: 0.267 0.073 1.703
C: 0.614 0.170 2.996
C: 0.141 1.369 3.480
C: -0.482 1.979 2.385
C: -1.161 3.306 2.350
N: -0.397 1.188 1.315
N: 1.721 -0.334 -0.276
C: 3.049 -0.499 -0.386
C: 3.566 0.565 -1.091
C: 2.467 1.379 -1.384
C: 2.471 2.678 -2.119
N: 1.358 0.829 -0.889
N: 1.184 -2.241 1.369
C: 0.551 -2.900 2.371
C: 1.147 -4.126 2.514
C: 2.149 -4.151 1.521
C: 3.125 -5.242 1.216
N: 2.153 -3.024 0.831
H: -4.264 -1.243 -2.322
H: -3.056 -0.289 -3.185
H: -3.757 0.339 -1.704
H: -2.681 -3.420 -1.621
H: -0.425 -3.517 -0.068
H: 1.178 -0.608 3.480
H: 0.233 1.758 4.479
H: -1.250 3.702 3.360
H: -2.158 3.225 1.917
H: -0.595 4.027 1.759
H: 3.511 -1.373 0.036
H: 4.594 0.733 -1.360
H: 3.282 3.307 -1.752
H: 1.535 3.218 -1.991
H: 2.626 2.524 -3.187
H: -0.286 -2.459 2.887
H: 0.903 -4.896 3.226
H: 2.907 -6.128 1.809
H: 4.145 -4.927 1.437
H: 3.083 -5.514 0.161
C: -3.603 2.947 -0.599
O: -2.343 2.364 -0.600
C: -0.758 3.804 -0.896
O: -1.183 4.846 -0.862
H: -4.351 2.243 -0.221
H: -3.882 3.249 -1.614
H: -3.617 3.838 0.040
I: -1.994 2.498 -4.111
C: -0.521 1.312 -3.056
H: 0.415 1.646 -3.501
H: -0.689 0.293 -3.411

Cartesian forces, eV/Å:
Ti -0.48 0.26 0.57
C 0.00 -0.02 0.01
C -0.04 0.07 0.02
C 0.03 -0.01 0.01
C -0.01 0.01 -0.02
N -0.03 -0.01 0.08
N 0.22 -0.17 -0.25
B 0.12 0.00 -0.13
N -0.01 -0.03 0.03
C 0.01 0.03 -0.01
C 0.02 0.02 0.03
C -0.07 -0.01 -0.04
C -0.03 0.01 -0.01
N 0.19 0.04 -0.03
N -0.08 0.08 0.11
C -0.02 -0.03 0.01
C 0.00 -0.01 0.00
C 0.02 -0.07 0.01
C 0.02 -0.01 -0.02
N 0.04 -0.03 0.08
N 0.01 -0.02 -0.04
C 0.00 0.02 0.01
C 0.00 0.00 0.00
C 0.00 0.01 0.00
C 0.00 0.00 0.00
N -0.02 -0.01 0.01
H 0.00 0.00 0.01
H 0.00 0.00 -0.01
H 0.00 0.01 0.00
H 0.00 0.00 0.00
H -0.01 -0.01 0.00
H -0.01 0.00 0.01
H 0.00 -0.01 0.00
H -0.01 0.00 0.00
H 0.02 0.00 -0.01
H 0.01 0.00 0.03
H 0.03 0.01 -0.01
H 0.00 0.00 0.00
H 0.00 0.00 0.00
H 0.00 -0.01 -0.01
H 0.00 0.00 0.00
H 0.00 0.00 0.01
H 0.00 0.00 0.00
H 0.00 0.00 -0.01
H 0.00 0.00 0.01
H 0.00 0.00 0.00
C -0.06 0.17 0.02
O -0.63 -0.77 0.10
C 0.83 -0.05 -0.29
O -0.13 0.49 0.03
H 0.02 0.01 0.02
H 0.00 -0.03 0.01
H 0.00 -0.01 -0.02
I 0.03 0.03 -0.05
C 0.06 0.05 -0.26
H -0.01 0.00 0.01
H -0.02 0.01 -0.02

Q: What is the E_tot in the fifth record?
A: -2499.74387 hartree

Q: Which formula does entry 2 have?
A: C19H24N6O2SSiTc

Q: Which of these has the highest E_tot?
A: C19H24N2O2